77
Properties=species:S:1:pos:R:3:forces:R:3 method="wB97M-V/def2-TZVPD" total_charge=+1 e_tot_ev=-183083.42136 s2=2.008 multiplicity=3 mol_weight_g_mol=589.4 fmax_ha_per_bohr=0.0328
C 0.15752 -5.03218 -2.57033 0.17 -0.10 0.42
C 1.34751 -5.15098 -1.62753 -0.27 -0.67 -0.58
O 2.31298 -4.06147 -1.78714 -0.10 -0.18 0.33
P 1.92925 -2.67354 -1.20169 0.35 0.35 -0.27
C 1.31872 -1.57181 -2.42954 -0.62 0.54 -0.15
Br 2.02752 -1.83192 -4.15327 0.15 -0.10 0.14
C 0.45067 -0.58424 -2.12413 0.27 -0.25 0.09
C -0.10496 -0.30641 -0.77000 0.01 -0.13 -0.32
Br -0.11978 0.64451 -3.40552 0.04 -0.09 -0.18
H 0.28376 -5.68536 -3.41953 0.07 0.05 -0.39
H 0.02083 -4.01222 -2.90786 -0.15 0.19 -0.15
H -0.73820 -5.35197 -2.05182 -0.24 0.03 0.08
H 1.04216 -5.23739 -0.59202 0.05 0.35 0.33
H 1.90351 -6.04470 -1.86370 0.34 -0.11 0.03
H 1.01251 -2.85280 -0.17012 -0.05 0.03 0.10
H 3.09843 -2.14084 -0.66529 0.08 -0.06 0.07
H 0.41524 0.55121 -0.35741 0.02 0.24 0.16
H -1.15722 -0.07957 -0.86709 -0.23 0.18 0.12
H -0.03798 -1.13750 -0.08449 0.08 -0.17 0.25
C -4.50756 -2.00794 3.86086 0.08 -0.16 -0.02
C -4.00898 -1.40851 2.52551 -0.48 0.12 1.18
C -5.08382 -1.54598 1.44780 0.01 -0.21 -0.44
C -5.26432 -2.97775 0.94692 0.05 0.01 0.09
C -3.93091 -3.57088 0.49951 -0.27 0.26 -0.22
C -2.83958 -3.47221 1.56503 0.10 -0.97 0.62
N -2.74212 -2.07171 2.07953 -0.48 0.41 -1.56
O -2.07686 -1.32079 1.26820 0.37 -0.14 0.38
C -3.11228 -4.46724 2.70622 -0.10 0.07 0.09
C -1.50417 -3.88408 0.96186 0.32 0.23 -0.25
C -3.73394 0.06657 2.78726 0.26 0.19 -0.20
H -5.20583 -2.83231 3.72871 0.06 -0.02 -0.02
H -3.67623 -2.35473 4.47384 0.01 0.01 0.00
H -5.03548 -1.25222 4.43820 -0.01 0.11 -0.09
H -4.82146 -0.90847 0.59709 0.08 0.02 0.05
H -6.02651 -1.16713 1.84449 0.01 0.05 0.08
H -5.71863 -3.60322 1.71886 0.02 0.00 0.02
H -5.96129 -2.98314 0.10830 -0.02 -0.01 0.00
H -4.06023 -4.61908 0.22259 0.06 -0.05 0.04
H -3.59965 -3.04848 -0.40544 0.07 0.06 0.08
H -2.39958 -4.32943 3.51958 0.01 0.02 0.01
H -3.00505 -5.48702 2.33748 0.06 0.02 -0.10
H -4.11418 -4.39563 3.11635 0.02 0.04 -0.01
H -1.27410 -3.30016 0.06710 -0.05 0.04 0.05
H -1.54992 -4.93321 0.67078 -0.08 -0.06 0.05
H -0.69154 -3.76454 1.68234 -0.02 0.02 0.04
H -2.94876 0.19264 3.53377 0.00 -0.01 0.01
H -4.64089 0.53388 3.16463 -0.08 -0.06 0.05
H -3.44029 0.60105 1.88601 0.06 -0.08 0.01
C 3.88758 3.64299 -2.70418 0.03 0.11 0.03
C 3.24676 3.18169 -1.37433 0.46 -0.17 -1.18
C 1.74151 3.42709 -1.39919 -0.38 0.22 0.22
C 1.35737 4.90001 -1.26804 0.13 0.02 0.04
C 2.02144 5.52368 -0.03979 -0.37 -0.27 -0.07
C 3.53543 5.31677 -0.00022 0.59 0.99 -0.37
N 3.86160 3.87244 -0.20707 -1.34 -0.38 0.87
O 3.67772 3.19176 0.87527 0.49 0.01 -0.12
C 4.22228 6.20017 -1.05720 -0.03 -0.13 -0.18
C 4.08356 5.76641 1.34712 0.00 -0.20 0.29
C 3.51112 1.68350 -1.26981 -0.03 -0.26 0.30
H 3.36629 4.48064 -3.16258 0.03 0.03 0.06
H 4.93038 3.92281 -2.56145 0.01 0.00 0.02
H 3.86956 2.83575 -3.43569 -0.07 -0.09 0.06
H 1.27613 2.87588 -0.57284 0.10 0.00 0.05
H 1.33586 3.01247 -2.32358 0.05 -0.02 -0.05
H 1.62915 5.45057 -2.17214 0.04 -0.01 0.00
H 0.27329 4.98626 -1.17843 -0.01 0.00 -0.01
H 1.81010 6.59304 -0.00150 0.07 0.05 0.00
H 1.57684 5.08776 0.86036 0.10 -0.06 0.02
H 5.28835 5.97887 -1.11106 0.01 -0.02 0.01
H 4.11363 7.24773 -0.78086 -0.02 0.00 0.13
H 3.80330 6.10352 -2.05543 0.01 -0.03 0.04
H 3.59163 5.26920 2.18020 0.03 -0.08 -0.06
H 3.92391 6.83747 1.45835 -0.02 0.06 -0.08
H 5.15426 5.57356 1.41730 0.01 -0.02 -0.02
H 4.58075 1.47541 -1.22140 0.01 0.01 0.01
H 3.10539 1.19013 -2.15555 0.00 0.08 -0.11
H 3.03653 1.24333 -0.39115 0.08 0.11 0.06



77
Properties=species:S:1:pos:R:3:forces:R:3 method="wB97M-V/def2-TZVPD" total_charge=+2 e_tot_ev=-59708.96281 mol_weight_g_mol=884.4 fmax_ha_per_bohr=0.0112
Ta 0.81452 0.90701 -1.05478 0.24 0.45 0.27
O 2.21040 6.25694 -2.44857 0.00 -0.05 -0.02
C 1.88025 5.19268 -2.04981 0.03 0.09 -0.05
C 0.51389 4.49139 -2.29386 0.12 0.04 0.02
O -0.36853 4.79971 -3.02713 -0.01 0.02 0.03
C 0.55544 3.28832 -1.40191 -0.17 -0.14 -0.17
C 1.76852 3.12804 -0.79923 0.17 -0.18 -0.03
O 2.08025 2.00972 -0.08275 0.10 -0.10 0.06
C 2.73088 4.21603 -1.19067 -0.05 0.05 -0.05
O 3.88333 4.27407 -0.91221 -0.02 0.02 0.02
O -0.43982 2.33860 -1.30984 0.01 -0.24 -0.10
C -1.87932 3.35086 1.25705 -0.06 -0.01 -0.08
C -1.21741 2.92983 2.53815 -0.03 -0.09 -0.09
C -1.17601 3.84098 3.59097 0.03 0.01 0.04
C -0.58775 3.52451 4.80338 -0.01 0.01 0.00
C -0.02616 2.27142 4.99955 -0.01 0.01 -0.01
C -0.04893 1.34758 3.97075 0.01 -0.11 -0.06
C -0.64200 1.67109 2.74591 0.05 0.09 0.12
Sb -0.63590 0.12242 1.31438 -0.01 -0.22 0.02
C -2.61900 -0.41195 0.87514 -0.14 0.01 0.01
C -3.61060 0.31784 1.53319 0.04 0.06 0.13
C -4.94427 0.04041 1.29400 0.00 -0.02 -0.02
C -5.28225 -0.95984 0.39219 0.01 0.01 0.00
C -4.29280 -1.68498 -0.25064 -0.05 0.02 0.02
C -2.94264 -1.43319 -0.02053 0.09 0.02 -0.06
C -1.92071 -2.29197 -0.70733 0.05 -0.04 -0.04
C 0.65799 -1.32354 2.13690 0.11 -0.03 0.12
C 1.98213 -0.86924 2.21897 -0.01 0.14 -0.01
C 2.97378 -1.66817 2.75405 -0.01 -0.05 0.01
C 2.64103 -2.94004 3.20773 0.00 0.00 -0.01
C 1.33156 -3.37914 3.14507 0.03 0.01 0.00
C 0.30671 -2.58337 2.62571 -0.06 0.02 -0.08
C -1.09867 -3.10923 2.68012 -0.06 -0.02 0.00
H -1.26250 4.07519 0.71988 0.00 0.01 0.00
H -2.83052 3.84141 1.46351 0.00 0.01 -0.01
H -2.09087 2.51972 0.58213 0.01 0.02 0.03
H -1.62175 4.81875 3.45439 -0.01 0.00 -0.02
H -0.57463 4.25605 5.60021 0.00 0.00 0.00
H 0.42201 2.01212 5.94863 0.01 -0.01 -0.01
H 0.39043 0.37187 4.13515 -0.01 -0.01 -0.02
H -3.35053 1.08673 2.25208 0.02 0.00 -0.04
H -5.71433 0.59746 1.80936 0.01 0.01 0.01
H -6.32299 -1.17968 0.19541 0.00 -0.01 0.00
H -4.57056 -2.47210 -0.94110 0.02 -0.01 -0.01
H -1.94108 -3.30889 -0.30971 -0.01 0.00 -0.01
H -0.89390 -1.93043 -0.58379 -0.03 0.01 0.02
H -2.12423 -2.35357 -1.77717 0.00 0.00 0.04
H 2.24458 0.14006 1.90481 -0.02 -0.02 -0.01
H 3.98825 -1.30117 2.83260 0.00 0.01 0.00
H 3.40243 -3.58471 3.62601 0.00 0.01 0.00
H 1.08192 -4.36312 3.52279 -0.01 0.00 0.00
H -1.45168 -3.10873 3.71305 -0.01 -0.01 0.00
H -1.13885 -4.14007 2.32798 0.00 0.00 0.01
H -1.80382 -2.52351 2.09513 0.02 0.01 0.01
C -1.94141 -2.13750 -4.72756 -0.04 -0.02 -0.02
C -1.93030 -0.78410 -4.42866 0.04 0.06 0.02
C -0.90158 -0.25328 -3.65981 -0.05 -0.11 -0.01
C 0.08553 -1.10135 -3.16714 0.00 -0.12 -0.10
C 0.08468 -2.46025 -3.46524 0.03 0.07 -0.05
C -0.92912 -2.96850 -4.25971 0.03 -0.02 0.00
N 1.05612 -0.57321 -2.26301 -0.38 0.30 0.02
C 2.45298 -0.88094 -2.34060 -0.12 -0.01 0.01
C 3.12664 -1.05916 -1.13589 0.01 0.00 0.00
C 4.51400 -1.18755 -1.14755 -0.02 0.00 0.05
C 5.18783 -1.18378 -2.35361 0.06 0.00 0.02
C 4.49391 -1.04411 -3.55657 -0.05 0.02 -0.06
C 3.12325 -0.87370 -3.56541 0.10 0.08 0.13
H -2.72869 -2.54699 -5.34570 0.00 0.01 0.00
H -2.69923 -0.13120 -4.81844 0.00 0.00 0.00
H -0.85755 0.82004 -3.49462 0.00 0.00 0.02
H 0.86502 -3.10432 -3.07999 0.01 0.00 0.01
H -0.93403 -4.01953 -4.51514 0.01 0.00 0.01
H 2.57011 -1.19752 -0.20973 -0.01 -0.01 -0.02
H 5.05135 -1.33172 -0.22029 -0.01 0.01 0.00
H 6.26212 -1.30634 -2.37080 0.00 0.00 0.01
H 5.03723 -1.05964 -4.49171 -0.01 0.01 0.00
H 2.57584 -0.73357 -4.48812 -0.01 -0.02 -0.01